{"formula": "C46H61Br2F3N2O4PbS3Sb2Si", "method": "wB97M-V/def2-TZVPD", "gap_ev": [6.63, 5.44], "mol_weight_g_mol": 1497.81, "s_squared": 0.753, "max_force_ev_per_a": 3.476, "charge": -1, "e_lumo_ev": [1.937, 0.700], "spin_multiplicity": 2, "species": ["Pb", "S", "Sb", "S", "S", "C", "C", "C", "C", "C", "C", "C", "Br", "C", "O", "C", "C", "C", "C", "C", "C", "H", "H", "H", "H", "H", "H", "H", "H", "H", "H", "H", "H", "H", "H", "H", "H", "H", "H", "H", "H", "O", "H", "H", "O", "H", "H", "O", "N", "Br", "C", "C", "C", "N", "C", "C", "H", "H", "H", "H", "F", "C", "C", "C", "C", "C", "C", "Sb", "C", "C", "C", "C", "F", "C", "C", "C", "C", "C", "C", "F", "C", "C", "H", "H", "H", "H", "H", "H", "H", "H", "H", "H", "H", "H", "C", "Si", "C", "C", "C", "C", "C", "C", "C", "C", "H", "H", "H", "H", "H", "H", "H", "H", "H", "H", "H", "H", "H", "H", "H", "H", "H", "H", "H", "H", "H"], "coordinates": [[-10.293523, -8.424238, 22.025491], [-7.151044, -7.687652, 17.647893], [-7.561297, -6.786741, 19.672587], [-9.732529, -5.000706, 18.114250], [-7.831793, -8.653970, 21.224241], [-9.494221, -0.381415, 21.556458], [-10.210050, -1.112050, 20.408131], [-9.244915, -1.322590, 19.255798], [-11.483351, -0.455532, 19.990322], [-10.530465, -2.555097, 21.013225], [-9.546609, -3.409498, 21.527380], [-9.930127, -4.570411, 22.145109], [-8.564455, -5.501730, 23.129336], [-11.279709, -5.010735, 22.291941], [-11.493114, -6.156181, 22.915233], [-12.246153, -4.212008, 21.632956], [-11.828187, -3.014936, 21.084751], [-13.739350, -4.565971, 21.791075], [-13.933490, -5.965743, 21.120792], [-14.274572, -4.660270, 23.194615], [-14.644758, -3.581466, 21.057561], [-8.937958, 0.471366, 21.171307], [-8.764046, -1.139650, 21.978156], [-10.202911, -0.133212, 22.367697], [-8.803239, -0.379540, 19.020494], [-9.687304, -1.480969, 18.266577], [-8.474761, -2.055349, 19.490281], [-11.198328, 0.596481, 19.782156], [-12.234674, -0.394715, 20.746192], [-12.048427, -0.931359, 19.197981], [-8.534149, -3.051445, 21.373873], [-12.570397, -2.271241, 20.699684], [-13.224164, -6.717381, 21.526802], [-13.740895, -5.953989, 20.026898], [-14.965208, -6.422905, 21.299542], [-13.688841, -5.404788, 23.797306], [-15.257191, -5.065185, 23.026900], [-14.309675, -3.721795, 23.754963], [-14.462754, -3.670207, 19.954328], [-14.462719, -2.554578, 21.339128], [-15.715257, -3.698771, 21.265560], [-14.040853, -9.153557, 22.970520], [-14.095015, -8.517069, 22.270967], [-13.428870, -8.664578, 23.589190], [-12.756430, -7.469184, 24.879319], [-13.494113, -6.879986, 25.207688], [-12.245739, -6.847180, 24.279061], [-9.720442, -6.900575, 19.687453], [-10.494230, -6.017288, 18.992079], [-13.002622, -13.408508, 17.332492], [-12.390804, -11.941748, 18.390704], [-11.344338, -11.028956, 17.990991], [-10.993868, -10.080633, 18.874543], [-11.565416, -10.007792, 20.073758], [-12.544825, -10.797619, 20.459387], [-12.997988, -11.753324, 19.593650], [-10.852101, -11.060586, 17.054662], [-10.189782, -9.439784, 18.643863], [-12.963343, -10.572165, 21.427178], [-13.848986, -12.421173, 19.883403], [-18.214994, -4.297320, 13.704671], [-17.130257, -4.878662, 14.333211], [-17.386945, -5.877664, 15.275887], [-16.251961, -6.370913, 15.927489], [-14.955370, -6.073140, 15.541280], [-14.726070, -5.008856, 14.611582], [-15.863537, -4.438240, 14.049903], [-13.267907, -6.831861, 16.840428], [-14.177288, -8.682263, 17.110052], [-14.587250, -9.494318, 16.076534], [-15.386853, -10.606989, 16.310731], [-15.861313, -10.867290, 17.621592], [-16.892891, -11.702328, 17.744509], [-15.538464, -10.064433, 18.649338], [-14.613233, -9.034673, 18.363189], [-12.129776, -7.502428, 15.168951], [-10.804825, -7.869761, 15.493227], [-9.797308, -8.197060, 14.576660], [-10.138509, -8.192026, 13.223733], [-9.179643, -8.462347, 12.321745], [-11.464556, -7.992123, 12.845269], [-12.408126, -7.591161, 13.818976], [-18.433530, -6.099463, 15.413976], [-16.435655, -7.094515, 16.705765], [-13.720075, -4.700127, 14.404233], [-15.831561, -3.569830, 13.397430], [-14.204826, -9.330755, 15.032924], [-15.726756, -11.212863, 15.501939], [-15.951014, -10.211798, 19.680266], [-14.346374, -8.416673, 19.230037], [-10.477281, -7.819546, 16.553180], [-8.790407, -8.441708, 14.939081], [-11.768536, -7.810756, 11.837934], [-13.378949, -7.298747, 13.426401], [-7.314969, -11.249315, 23.495154], [-9.175179, -11.570255, 23.453845], [-9.382025, -13.239459, 22.482777], [-10.804001, -13.785885, 22.318046], [-8.888800, -12.953351, 21.076364], [-8.594171, -14.339033, 23.180775], [-9.738888, -11.457722, 25.266032], [-8.511103, -11.968194, 26.036973], [-10.221896, -10.085688, 25.713414], [-10.859302, -12.428169, 25.513056], [-7.000640, -12.034171, 24.186695], [-6.998937, -10.321786, 23.989799], [-6.855596, -11.388318, 22.551124], [-11.502267, -13.085957, 21.796475], [-11.367409, -13.924360, 23.224093], [-10.790624, -14.667261, 21.739256], [-9.539507, -12.313103, 20.443109], [-8.756180, -13.855551, 20.433602], [-7.970206, -12.384356, 21.072468], [-9.056940, -14.646908, 24.135034], [-7.544509, -14.086716, 23.338785], [-8.647338, -15.092900, 22.427329], [-7.761796, -11.160069, 26.029566], [-8.206635, -12.932321, 25.594098], [-8.753841, -12.095717, 27.094094], [-9.455364, -9.306779, 25.612979], [-10.479232, -10.003232, 26.724993], [-11.127308, -9.748010, 25.127399], [-10.559467, -13.432461, 25.231919], [-11.784702, -12.205122, 24.975447], [-11.166565, -12.452837, 26.532726]], "forces_ev_per_a": [[0.41, 0.25, -0.37], [-0.03, -0.38, -0.29], [0.12, 0.44, 0.02], [0.51, 1.14, -0.65], [-0.48, -0.47, 0.18], [0.44, -1.18, 0.29], [-0.07, -3.22, 1.32], [-0.14, 0.60, -0.72], [0.20, 1.73, -0.34], [-0.13, 0.13, -0.43], [-0.40, 1.19, -0.83], [0.20, 0.13, 0.66], [-0.32, -0.03, -0.23], [1.08, -0.90, -0.31], [-0.16, 0.28, -0.42], [-0.50, -0.16, 1.43], [-1.09, 1.73, -0.75], [0.17, -0.65, -1.41], [-0.51, -1.14, -0.08], [1.09, -0.99, 1.15], [0.05, 0.13, -1.33], [-0.09, 0.30, 0.25], [-0.61, 1.29, -0.31], [0.38, 0.11, -0.40], [1.00, 0.94, 0.25], [-0.47, -0.97, 0.39], [-0.02, 0.06, -0.22], [-0.51, -0.38, -0.50], [-0.18, 0.16, 1.14], [0.53, 0.00, -0.72], [0.26, -0.67, 0.54], [0.45, -1.38, 0.42], [-0.21, 0.64, -0.04], [-0.17, 0.28, 0.56], [0.97, 0.86, -0.27], [-0.55, 0.78, -0.58], [-0.70, -0.04, 0.59], [-0.02, 0.02, -0.26], [-0.32, 0.22, 0.82], [0.31, 0.36, 0.15], [0.20, -0.57, -0.09], [0.97, 0.00, 0.98], [-0.30, 0.56, -0.84], [-0.74, -0.48, -0.08], [-0.83, 1.42, 0.21], [1.17, -1.17, -0.47], [-0.15, -0.39, 0.14], [-1.45, 0.72, -0.11], [0.28, -2.01, 1.30], [0.36, 0.51, 0.02], [1.40, 1.05, -1.15], [-2.20, -2.48, -0.27], [-0.44, -0.35, 1.06], [0.89, 1.59, 1.21], [0.62, 0.95, -0.49], [-1.96, -2.10, 0.62], [0.25, -0.33, -0.84], [0.83, 1.02, -0.01], [-0.24, -0.28, 0.27], [0.91, 0.69, -0.24], [0.95, -0.30, 0.35], [-1.01, -0.80, 0.63], [0.82, 1.55, -1.09], [-0.94, -0.83, -0.35], [1.26, 1.14, 0.54], [-1.54, -1.70, 1.22], [0.46, 1.13, -0.82], [-0.45, 1.08, -1.21], [-0.43, -0.50, 0.62], [0.32, -1.36, -1.80], [0.07, 0.45, 1.00], [-0.60, 0.88, -2.36], [-0.22, -1.10, 0.19], [1.01, 0.71, 1.57], [-0.70, 0.47, 1.90], [1.74, -0.50, -0.15], [0.69, 0.28, 0.97], [-0.55, -0.03, 0.10], [-0.66, -0.51, 0.87], [-0.15, 0.08, -0.25], [0.23, 1.26, 1.00], [-0.25, -0.05, -0.82], [0.07, -0.45, 0.55], [0.15, -0.25, 0.20], [0.19, 0.30, -0.28], [0.34, -0.14, -0.13], [-0.59, -0.01, 1.08], [-0.15, -0.42, -0.38], [0.45, 0.16, -1.14], [0.06, -0.06, -0.34], [-0.16, -0.08, -0.65], [-0.43, 0.24, -0.26], [0.14, -0.48, -0.70], [-0.04, -0.06, 0.15], [-0.62, -0.05, 1.19], [0.14, 0.63, -0.64], [-1.30, 0.92, 0.40], [-1.21, 2.29, 0.16], [0.30, 0.21, -1.43], [0.25, 0.58, 0.10], [-0.33, -0.22, 0.26], [-0.32, 0.83, 0.41], [0.13, 1.10, -2.22], [-0.72, -0.65, -0.86], [0.41, -0.14, -0.29], [-0.23, -0.03, -0.50], [0.55, 0.15, -0.84], [0.84, -0.21, -0.06], [0.20, -0.57, 0.71], [0.04, -1.30, -0.62], [-0.18, -0.24, 0.79], [0.08, 0.20, 0.70], [0.58, -0.15, -0.06], [0.20, -0.02, -0.52], [0.00, -0.02, 0.05], [0.25, -1.38, -0.06], [0.21, -0.78, -0.19], [0.37, 0.49, 0.52], [-0.19, -0.29, 0.09], [0.02, -0.05, -0.39], [-0.56, -0.47, 1.77], [0.93, -0.34, 0.53], [-0.06, -0.32, 0.04], [0.13, 0.15, -0.30], [0.01, 0.03, 1.16]]}